(1)
Density functional theory data (ωB97M-V/def2-TZVPD) for a single C4H5NOS2 molecule in a non-equilibrium geometry.

Each line ends with the Löwdin charge.
Element x y z (Å)
C: -1.1242 -1.9335 1.6055  -0.3664
C: -0.3365 -0.2457 -0.7236  -1.1718
C: 0.5850 1.8360 -0.4130  -0.1997
C: 1.8407 1.6300 0.4987  -0.1370
H: -0.6584 -2.4388 0.7429  -0.0290
H: -2.3321 -1.6602 1.6745  0.1001
H: -0.6807 -2.3087 2.7213  0.1075
H: -0.2467 2.0500 0.1446  0.0677
H: 0.8157 2.7301 -0.9885  0.1374
N: 2.8055 1.7532 1.3450  0.1185
O: 0.1122 0.7937 -1.2557  -0.1471
S: -0.2813 -0.2950 1.1160  0.8248
S: -1.1702 -1.2497 -1.7078  0.6949

Properties
SMILES: CSC(=S)OCC#N

---

(2)
Density functional theory data (ωB97M-V/def2-TZVPD) for a single C4H5NS molecule in a non-equilibrium geometry.

Each line ends with the Löwdin charge.
Element x y z (Å)
C: 1.8046 0.8671 -0.0055  -0.4238
C: -0.7614 -0.5252 -0.0151  -0.6391
C: -1.4954 -1.6297 -0.0067  -0.0294
C: -1.3132 0.7951 -0.0041  -0.2357
H: 1.7572 1.3179 0.9758  0.0267
H: 1.3150 1.5923 -0.7113  0.0555
H: 2.8637 0.7160 -0.3136  0.0462
H: -1.0027 -2.6313 -0.0531  0.0753
H: -2.5985 -1.7103 0.0862  0.0873
N: -1.5845 1.9464 0.0221  0.1598
S: 1.0151 -0.7381 0.0254  0.8771

Properties
SMILES: C=C(C#N)SC

---

(3)
Density functional theory data (ωB97M-V/def2-TZVPD) for a single C4H5NS molecule in a non-equilibrium geometry.

Each line ends with the Löwdin charge.
Element x y z (Å)
C: 0.3654 0.7276 0.1331  -0.6465
C: 1.0945 -0.4550 -0.2433  -0.1062
C: 0.1459 -1.3817 -0.4541  -0.1437
C: -0.9912 0.4263 0.1135  -0.1517
H: 0.9218 2.3914 1.6667  -0.1507
H: 2.1143 -0.5424 -0.2839  0.0728
H: 0.1622 -2.4209 -0.7568  0.1083
H: -1.9835 -1.2838 -0.6779  0.1519
H: -1.8038 1.0954 0.4179  0.1180
N: -1.1466 -0.8826 -0.2609  0.0137
S: 1.1211 2.3257 0.3455  0.7340

Properties
SMILES: Sc1cc[nH]c1

---

(4)
Density functional theory data (ωB97M-V/def2-TZVPD) for a single C4H5NS molecule in a non-equilibrium geometry.

Each line ends with the Löwdin charge.
Element x y z (Å)
C: -0.7701 0.2919 -0.9106  -0.1505
C: 0.3596 0.7934 -0.1134  -0.3114
C: 0.9580 -0.3170 0.8009  -0.7580
C: -0.0116 -1.3164 1.2781  -0.2541
H: -0.6186 -0.4915 -1.5777  0.0629
H: -1.5782 0.0333 -0.1409  0.0988
H: -1.4499 1.0086 -1.3864  0.0833
H: 0.0585 1.6956 0.4762  0.1335
H: 1.1398 0.9748 -0.9049  0.1039
N: -0.6424 -2.1996 1.6755  0.1795
S: 2.5548 -0.4731 0.8032  0.8121

Properties
SMILES: CCC(=S)C#N

---

For the records above, the corresponding frontier orbital gap values read 0.33652; 0.33608; 0.34234; 0.29660 hartree.
For the records above, the corresponding relative energy (zero: lowest compared OMol25 entry of this formula, charge and spin) values read 96.4; 25.7; 6.2; 37.3 kcal/mol.